# 1
{
  "formula": "C22H13AlN2O7",
  "method": "ωB97M-V/def2-TZVPD",
  "homo_ev": -8.354,
  "gap_ev": 6.71,
  "species": ["Al", "C", "O", "C", "C", "C", "C", "C", "C", "N", "N", "C", "C", "O", "C", "C", "C", "C", "C", "C", "C", "C", "H", "H", "H", "H", "H", "H", "H", "H", "H", "H", "H", "H", "H", "O", "C", "C", "O", "C", "C", "O", "C", "O", "O"],
  "coordinates": [[0.42840, -0.21111, -1.58572], [3.39706, -0.32414, -2.62793], [2.47471, -0.35040, -1.53394], [2.83461, -1.05511, -0.38963], [3.98294, -1.80218, -0.24008], [4.21558, -2.42455, 0.98251], [3.32655, -2.28846, 2.03708], [2.17550, -1.52928, 1.88932], [1.92404, -0.92521, 0.67045], [0.81886, -0.15628, 0.29883], [0.21385, 0.59620, 1.12391], [-0.58706, 1.55442, 0.59531], [-0.45450, 2.04336, -0.74009], [0.42079, 1.56280, -1.60747], [-1.23279, 3.15830, -1.13049], [-2.13811, 3.72041, -0.28957], [-2.30201, 3.26701, 1.04840], [-3.23961, 3.85979, 1.91581], [-3.36400, 3.42712, 3.20912], [-2.54969, 2.38643, 3.67724], [-1.64306, 1.77843, 2.84460], [-1.50188, 2.20209, 1.51102], [4.34010, 0.11109, -2.29997], [2.95031, 0.30542, -3.39270], [3.55579, -1.32693, -3.02449], [4.69966, -1.90448, -1.04219], [5.10353, -3.03023, 1.10126], [3.52481, -2.78387, 2.97748], [1.46510, -1.40889, 2.69581], [-1.10972, 3.50708, -2.14692], [-2.75782, 4.54082, -0.63150], [-3.86376, 4.66215, 1.54105], [-4.08828, 3.88213, 3.87179], [-2.64171, 2.05621, 4.70377], [-1.02485, 0.96594, 3.19764], [-3.31524, -4.74784, -2.03434], [-2.56297, -3.82294, -1.96273], [-1.02776, -3.89469, -2.03078], [-0.36023, -4.89906, -2.03685], [-0.61122, -2.49706, -2.04077], [-1.67204, -1.64046, -1.84847], [-1.37533, -0.36580, -1.72398], [-2.95080, -2.34365, -1.79347], [-4.06536, -1.91009, -1.65182], [0.58758, -1.94449, -2.08651]],
  "nbo_charge": [2.00, -0.25, -0.57, 0.37, -0.28, -0.18, -0.21, -0.18, 0.04, -0.41, -0.08, 0.02, 0.40, -0.82, -0.27, -0.08, -0.13, -0.15, -0.22, -0.19, -0.21, 0.06, 0.20, 0.21, 0.21, 0.23, 0.23, 0.23, 0.24, 0.23, 0.22, 0.21, 0.22, 0.22, 0.23, -0.45, 0.40, 0.39, -0.51, 0.19, 0.21, -0.82, 0.39, -0.49, -0.84]
}

***

# 2
{
  "formula": "C22H26N4O4S",
  "method": "ωB97M-V/def2-TZVPD",
  "smiles": "COc1ccc(OCCSc2nnc(CCNC(=O)c3ccc(OC)cc3)n2C)cc1",
  "homo_ev": -7.610,
  "e_above_lowest_kcal_mol": 67.9,
  "gap_ev": 8.29,
  "species": ["C", "O", "C", "C", "C", "C", "O", "C", "C", "S", "C", "N", "N", "C", "C", "C", "N", "C", "O", "C", "C", "C", "C", "O", "C", "C", "C", "N", "C", "C", "C", "H", "H", "H", "H", "H", "H", "H", "H", "H", "H", "H", "H", "H", "H", "H", "H", "H", "H", "H", "H", "H", "H", "H", "H", "H", "H"],
  "coordinates": [[-6.08211, -0.59079, 2.28717], [-4.68836, -0.65599, 2.44937], [-3.91680, -0.87429, 1.34103], [-4.40334, -1.05448, 0.05197], [-3.52295, -1.26675, -0.99196], [-2.14888, -1.29872, -0.78049], [-1.38702, -1.48457, -1.90983], [0.01260, -1.53109, -1.79325], [0.50679, -2.88344, -1.28228], [2.32022, -2.91121, -1.24023], [2.56788, -1.84005, 0.10355], [1.65288, -1.42926, 0.94088], [2.25501, -0.60425, 1.81332], [3.51984, -0.52816, 1.50513], [4.47999, 0.38874, 2.16735], [4.59156, 1.68927, 1.33821], [3.29018, 2.14730, 0.91823], [2.75111, 1.68222, -0.24357], [3.44383, 1.17822, -1.11454], [1.28822, 1.85696, -0.40586], [0.77845, 1.90535, -1.70002], [-0.57994, 1.98335, -1.93680], [-1.46715, 2.00295, -0.86362], [-2.81601, 2.06611, -0.97111], [-3.39163, 1.98785, -2.25375], [-0.96093, 1.94801, 0.43825], [0.39393, 1.87048, 0.66570], [3.78410, -1.31223, 0.41738], [4.99693, -1.44260, -0.33543], [-1.65900, -1.13003, 0.51028], [-2.54138, -0.92105, 1.55164], [-6.48717, -0.40321, 3.28068], [-6.48948, -1.53305, 1.90473], [-6.37246, 0.22712, 1.61902], [-5.46123, -1.03282, -0.15718], [-3.89443, -1.41097, -1.99502], [0.38227, -0.72861, -1.14623], [0.39012, -1.36490, -2.80720], [0.20814, -3.68584, -1.95630], [0.14816, -3.08720, -0.27479], [5.46341, -0.07107, 2.27112], [4.08486, 0.61542, 3.15846], [5.08295, 2.46825, 1.92490], [5.16584, 1.50628, 0.42701], [2.65596, 2.43167, 1.64803], [1.47345, 1.87298, -2.52608], [-0.93479, 2.01514, -2.95445], [-4.46801, 1.97129, -2.09200], [-3.13100, 2.85855, -2.86483], [-3.08817, 1.07221, -2.76894], [-1.66357, 1.94098, 1.25555], [0.74261, 1.75937, 1.68135], [5.00112, -2.40941, -0.83722], [5.85500, -1.37040, 0.33180], [5.04045, -0.64780, -1.08418], [-0.60273, -1.15241, 0.72993], [-2.16933, -0.78941, 2.55511]],
  "nbo_charge": [-0.25, -0.50, 0.28, -0.31, -0.20, 0.25, -0.51, -0.09, -0.54, 0.26, 0.18, -0.35, -0.30, 0.34, -0.46, -0.22, -0.61, 0.68, -0.66, -0.22, -0.14, -0.32, 0.34, -0.49, -0.25, -0.27, -0.11, -0.36, -0.42, -0.30, -0.23, 0.20, 0.17, 0.17, 0.22, 0.21, 0.21, 0.20, 0.23, 0.25, 0.22, 0.24, 0.21, 0.23, 0.40, 0.23, 0.22, 0.20, 0.18, 0.19, 0.23, 0.21, 0.22, 0.21, 0.24, 0.27, 0.22]
}

***

# 3
{
  "formula": "C52H73As2BiN4OP2",
  "method": "ωB97M-V/def2-TZVPD",
  "charge": 2,
  "homo_ev": -12.455,
  "e_above_lowest_kcal_mol": 33.8,
  "gap_ev": 6.03,
  "species": ["Bi", "C", "As", "C", "C", "C", "C", "C", "C", "C", "As", "C", "C", "H", "H", "H", "H", "H", "H", "H", "H", "H", "H", "H", "H", "H", "H", "H", "H", "C", "C", "C", "C", "C", "C", "P", "C", "C", "C", "C", "C", "C", "C", "C", "C", "C", "C", "C", "H", "H", "H", "H", "H", "H", "H", "H", "H", "H", "H", "H", "H", "H", "H", "C", "C", "C", "C", "C", "C", "C", "C", "N", "C", "C", "C", "C", "C", "C", "C", "C", "C", "C", "H", "H", "H", "H", "H", "H", "H", "H", "H", "H", "H", "H", "H", "H", "H", "H", "H", "H", "H", "H", "H", "H", "H", "H", "C", "N", "C", "P", "O", "N", "C", "C", "N", "C", "C", "H", "H", "H", "H", "H", "H", "H", "H", "H", "H", "H", "H", "H", "H", "H", "H", "H", "H"],
  "coordinates": [[-0.15849, -0.15518, 0.53594], [0.21353, -2.70542, 4.83848], [0.48973, -1.58823, 3.22353], [1.69832, -0.35322, 4.14822], [-1.27886, -0.73523, 3.21123], [-1.62526, 0.37628, 3.97910], [-2.89150, 0.92884, 3.89664], [-3.84322, 0.34737, 3.07099], [-3.53609, -0.79883, 2.35191], [-2.26262, -1.35972, 2.40190], [-1.81962, -2.84544, 1.16772], [-3.62733, -3.59124, 0.90254], [-1.28351, -4.36407, 2.31075], [0.15536, -2.03526, 5.69501], [1.07322, -3.36530, 4.95182], [-0.69233, -3.30026, 4.78692], [1.16405, 0.38228, 4.74599], [2.34678, 0.16125, 3.43876], [2.32893, -0.94505, 4.81050], [-0.90443, 0.81571, 4.65599], [-3.13321, 1.81096, 4.47437], [-4.83736, 0.77031, 3.00782], [-4.30727, -1.26449, 1.75125], [-4.26768, -2.96084, 0.28952], [-4.09865, -3.76912, 1.86781], [-3.49695, -4.54571, 0.39323], [-1.87910, -4.41232, 3.22030], [-0.22367, -4.34496, 2.54943], [-1.48978, -5.26177, 1.72662], [6.57910, 1.99107, 1.97634], [6.63300, 0.86181, 1.16611], [5.46576, 0.24394, 0.75481], [4.23516, 0.75747, 1.16294], [4.17722, 1.89514, 1.95868], [5.35449, 2.50845, 2.36602], [2.70554, -0.04303, 0.55398], [2.93735, -1.81834, 0.89172], [2.21352, -2.77127, 0.17212], [2.27209, -4.10634, 0.54006], [3.04903, -4.50288, 1.62044], [3.77548, -3.55882, 2.33203], [3.71629, -2.21941, 1.97685], [3.00108, 0.20051, -1.22886], [2.82697, 1.51037, -1.68153], [3.28494, 1.87768, -2.93474], [3.90093, 0.93531, -3.74744], [4.02639, -0.37862, -3.31997], [3.58451, -0.75009, -2.05850], [7.49483, 2.46668, 2.30007], [7.58840, 0.46236, 0.85312], [5.50843, -0.63348, 0.12126], [3.21906, 2.30873, 2.25357], [5.30958, 3.39147, 2.98954], [1.60718, -2.47247, -0.67667], [1.71130, -4.84590, -0.01884], [3.09570, -5.54604, 1.90462], [4.40125, -3.86796, 3.15911], [4.29501, -1.49105, 2.53063], [2.37926, 2.25077, -1.02368], [3.17483, 2.90087, -3.26989], [4.28626, 1.23022, -4.71509], [4.49804, -1.11474, -3.95892], [3.73197, -1.76496, -1.71245], [-2.02709, 5.63108, 3.70849], [-1.14905, 4.47638, 3.31517], [0.02017, 4.18458, 4.00224], [0.83977, 3.14125, 3.58549], [2.11894, 2.87826, 4.33674], [0.46185, 2.37897, 2.49021], [-0.72746, 2.62267, 1.78842], [-1.51182, 3.69085, 2.22489], [-1.04658, 1.77958, 0.69810], [-1.87688, 2.28866, -0.42834], [-1.30211, 3.62585, -0.93998], [-2.09718, 4.11854, -2.14920], [-1.94872, 3.11193, -3.29131], [-2.52067, 1.76994, -2.83471], [-4.00424, 1.93949, -2.50570], [-4.14123, 2.91695, -1.34164], [-3.56812, 4.27584, -1.75413], [-3.38926, 2.36192, -0.12431], [-1.75684, 1.30308, -1.58902], [-1.86077, 5.92183, 4.74394], [-3.07878, 5.38004, 3.57265], [-1.81259, 6.49879, 3.08129], [0.32053, 4.78330, 4.85423], [2.77133, 3.75150, 4.29570], [2.66176, 2.02808, 3.92880], [1.90042, 2.68926, 5.38903], [1.11902, 1.58566, 2.13199], [-2.42423, 3.95386, 1.72296], [-0.25721, 3.45024, -1.22191], [-1.29845, 4.38701, -0.16368], [-1.70333, 5.08814, -2.46241], [-0.88953, 3.01067, -3.55102], [-2.47711, 3.46142, -4.18136], [-2.40666, 1.01861, -3.61742], [-4.45668, 0.98187, -2.23748], [-4.53060, 2.32157, -3.38363], [-5.19656, 3.02712, -1.08118], [-3.65657, 4.98984, -0.93029], [-4.14021, 4.66815, -2.59791], [-3.74105, 1.34992, 0.10851], [-3.62507, 2.97596, 0.73841], [-0.69177, 1.19330, -1.84322], [-2.15117, 0.32320, -1.28229], [1.46697, -3.85066, -3.39968], [0.02206, -3.66370, -3.24496], [-0.61118, -4.69559, -2.42969], [-0.57179, -2.11125, -3.08223], [-0.21020, -1.46469, -1.76877], [-2.22888, -2.18112, -3.21343], [-2.80759, -2.62084, -4.48157], [-3.05034, -2.52980, -2.06226], [0.04945, -1.34889, -4.40459], [-0.04973, 0.09512, -4.52527], [0.22836, -2.00650, -5.69906], [1.65515, -4.65507, -4.11337], [1.94200, -4.11931, -2.45124], [1.91716, -2.93040, -3.76682], [-0.14437, -5.65153, -2.66313], [-1.67176, -4.77106, -2.66272], [-0.50076, -4.50954, -1.35106], [-2.26775, -2.17805, -5.31352], [-3.84523, -2.28777, -4.52584], [-2.79079, -3.71058, -4.59249], [-2.48498, -2.35173, -1.15028], [-3.35766, -3.58086, -2.08010], [-3.95658, -1.92177, -2.05987], [-0.94289, 0.40124, -5.08089], [0.81839, 0.46736, -5.06154], [-0.06187, 0.55130, -3.53855], [0.18907, -3.08614, -5.59493], [1.20060, -1.72332, -6.11045], [-0.53601, -1.69882, -6.41859]],
  "lowdin_charge": [1.78, -0.24, 1.11, -0.28, -0.52, -0.10, -0.05, -0.05, -0.11, -0.50, 1.10, -0.29, -0.31, 0.04, 0.04, 0.02, 0.02, -0.02, 0.05, 0.10, 0.12, 0.12, 0.09, 0.02, 0.05, 0.04, 0.04, -0.01, 0.03, -0.05, -0.05, -0.08, -0.35, -0.10, -0.05, 0.97, -0.43, -0.16, -0.08, -0.06, -0.06, -0.11, -0.38, -0.10, -0.06, -0.06, -0.06, -0.09, 0.12, 0.12, 0.12, 0.06, 0.11, 0.06, 0.10, 0.12, 0.12, 0.11, 0.10, 0.11, 0.12, 0.11, 0.10, -0.03, -0.25, 0.00, -0.26, -0.05, -0.06, -0.30, 0.00, -0.17, -0.45, -0.07, -0.27, -0.10, -0.28, -0.10, -0.27, -0.10, -0.07, -0.18, 0.08, 0.08, 0.09, 0.13, 0.10, 0.02, 0.10, 0.01, 0.10, 0.13, 0.12, 0.15, 0.12, 0.13, 0.11, 0.12, 0.13, 0.15, 0.13, 0.13, 0.12, 0.10, 0.07, 0.09, -0.09, -0.29, -0.09, 0.56, -0.47, -0.28, -0.07, -0.15, -0.29, -0.09, -0.10, 0.10, 0.07, 0.07, 0.10, 0.07, 0.07, 0.06, 0.10, 0.09, -0.03, 0.08, 0.09, 0.09, 0.09, 0.05, 0.08, 0.10, 0.09]
}

***

# 4
{
  "formula": "C4H6S",
  "method": "ωB97M-V/def2-TZVPD",
  "homo_ev": [-4.201, -9.190],
  "spin_multiplicity": 3,
  "e_above_lowest_kcal_mol": 42.9,
  "gap_ev": [5.26, 7.13],
  "species": ["C", "C", "C", "C", "S", "H", "H", "H", "H", "H", "H"],
  "coordinates": [[0.57091, 1.32530, -0.02435], [0.75220, 0.18628, 0.98910], [-0.73555, -1.14844, -0.89032], [-0.34115, -0.24089, 0.14016], [-2.02005, -0.62915, 0.32508], [-0.13837, 2.19183, 0.07857], [1.25533, 1.43644, -0.73886], [1.71544, -0.21326, 0.78274], [0.44920, 0.28488, 2.06463], [-1.02305, -0.97972, -1.94133], [-0.48492, -2.21328, -0.78543]],
  "nbo_charge": [-0.25, -0.46, -0.56, -0.25, 0.26, 0.21, 0.18, 0.22, 0.24, 0.22, 0.18]
}

***

# 5
{
  "formula": "C33H38EuN2O5PSiTe",
  "method": "ωB97M-V/def2-TZVPD",
  "charge": -1,
  "homo_ev": [-3.119, -4.208],
  "spin_multiplicity": 8,
  "e_above_lowest_kcal_mol": 32.8,
  "gap_ev": [5.32, 6.40],
  "species": ["Eu", "C", "C", "N", "O", "C", "C", "N", "O", "H", "H", "H", "H", "H", "H", "H", "O", "C", "O", "C", "P", "C", "C", "C", "C", "C", "C", "C", "C", "C", "C", "C", "C", "H", "H", "H", "H", "H", "H", "H", "H", "H", "H", "H", "H", "Te", "C", "C", "C", "C", "C", "C", "C", "C", "C", "C", "C", "C", "H", "H", "H", "H", "H", "H", "H", "H", "H", "H", "C", "Si", "C", "C", "O", "H", "H", "H", "H", "H", "H", "H", "H", "H"],
  "coordinates": [[1.62635, -0.93793, -0.05370], [3.41780, -0.73860, 4.68375], [3.22006, -0.96622, 3.18200], [2.03175, -1.05264, 2.64138], [0.98253, -0.81270, 3.62471], [4.25527, -1.17634, 2.13274], [5.73043, -0.87654, 2.47901], [3.85241, -1.46451, 0.87901], [4.55042, -1.91703, -0.06528], [3.49722, 0.28062, 4.94123], [4.26117, -1.25394, 5.12811], [2.43847, -1.02267, 5.10217], [0.14541, -0.89166, 3.12335], [6.23317, -1.82548, 2.84992], [5.71883, -0.08227, 3.26612], [6.21555, -0.47384, 1.59845], [0.00009, 0.47794, -1.34380], [-0.90435, -0.17910, -0.69605], [-0.83061, -0.72215, 0.45213], [-2.26989, -0.22418, -1.39870], [-3.68633, -0.09765, -0.30752], [-4.65626, -1.64538, -0.70857], [-5.39939, -2.19481, 0.33246], [-6.08328, -3.34511, 0.12498], [-5.89760, -4.07217, -1.06192], [-5.17926, -3.47153, -2.17351], [-4.68792, -2.17894, -2.01413], [-4.84552, 1.11603, -1.12574], [-4.39878, 2.42790, -1.38275], [-5.09289, 3.19125, -2.38198], [-6.17619, 2.64636, -3.05454], [-6.79225, 1.42647, -2.60459], [-6.12053, 0.71123, -1.60899], [-2.29106, -1.19044, -1.81296], [-2.32798, 0.38327, -2.33065], [-5.38145, -1.71832, 1.28695], [-6.55357, -3.77130, 0.96961], [-6.36711, -5.06997, -1.09463], [-5.05393, -3.98869, -3.16937], [-4.20456, -1.58034, -2.78440], [-3.40702, 2.70200, -0.98591], [-4.59951, 4.14831, -2.61152], [-6.53232, 3.14558, -4.02893], [-7.78067, 1.06597, -3.03097], [-6.55092, -0.21665, -1.23634], [2.69511, 2.29230, -0.75550], [1.22656, 3.71425, -0.51801], [-0.11338, 3.50929, -0.69944], [-1.08300, 4.47328, -0.42584], [-0.62367, 5.70790, -0.04346], [0.73532, 5.97990, 0.19726], [1.67054, 4.92635, 0.01874], [3.70901, 2.71718, 1.05541], [3.11677, 2.63811, 2.32797], [3.74267, 3.21731, 3.42045], [4.90346, 3.92400, 3.28855], [5.52964, 4.04974, 2.02953], [4.94826, 3.35874, 0.96323], [-0.41823, 2.55652, -1.01532], [-2.13072, 4.34031, -0.59128], [-1.22926, 6.58650, 0.03053], [1.04637, 6.99612, 0.38461], [2.75202, 5.11168, 0.16344], [2.08709, 2.21344, 2.35092], [3.37277, 3.08828, 4.43373], [5.26973, 4.35192, 4.20893], [6.50766, 4.43412, 1.99192], [5.37957, 3.31950, -0.02588], [1.99123, -4.41054, -3.61035], [1.59495, -4.16775, -1.74201], [-0.08098, -5.00129, -1.29304], [2.97598, -5.12412, -0.87250], [1.45205, -2.69040, -1.27430], [1.36047, -5.13732, -4.20344], [3.06653, -4.72875, -3.63729], [2.00061, -3.47684, -4.19323], [-0.08550, -5.97058, -1.74887], [-0.95297, -4.46609, -1.74000], [-0.18120, -4.92690, -0.24438], [3.22696, -5.99943, -1.41872], [2.56921, -5.43755, 0.10305], [3.86260, -4.53300, -0.64603]],
  "lowdin_spin": [7.01, 0.00, 0.00, 0.00, 0.00, 0.00, 0.00, -0.01, 0.00, 0.00, 0.00, 0.00, 0.00, 0.00, 0.00, 0.00, 0.00, 0.00, 0.00, 0.00, 0.00, 0.00, 0.00, 0.00, 0.00, 0.00, 0.00, 0.00, 0.00, 0.00, 0.00, 0.00, 0.00, 0.00, 0.00, 0.00, 0.00, 0.00, 0.00, 0.00, 0.00, 0.00, 0.00, 0.00, 0.00, 0.00, 0.00, 0.00, 0.00, 0.00, 0.00, 0.00, 0.00, 0.00, 0.00, 0.00, 0.00, 0.00, 0.00, 0.00, 0.00, 0.00, 0.00, 0.00, 0.00, 0.00, 0.00, 0.00, 0.00, 0.00, 0.00, 0.00, -0.02, 0.00, 0.00, 0.00, 0.00, 0.00, 0.00, 0.00, 0.00, 0.00]
}

***

Number 1: calculated total energy -1724.913071 Eh. Number 2: calculated total energy -1772.108372 Eh. Number 3: calculated total energy -7687.975233 Eh. Number 4: calculated total energy -553.936778 Eh. Number 5: calculated total energy -3375.204723 Eh.